Record 1
96
Properties=species:S:1:pos:R:3:forces:R:3 method="wB97M-V/def2-TZVPD" relative_energy_ev=1.970 e_tot_ev=-56487.728 e_homo_ev=-9.28 smiles=OCCO.OCCO.OCCO.OCCO.OCCO.OCCO.CO.CO.CO.CO.CO.CO fmax_ha_per_bohr=0.0567 homo_lumo_gap_ev=9.688
O 3.780077 4.365563 1.761339 -0.2 0.4 0.4
C 3.502587 3.096733 1.214569 -0.5 -0.5 0.2
C 3.139337 2.068193 2.336929 1.9 0.1 -0.1
O 3.077157 0.750463 1.805069 -0.3 0.2 -0.6
H 4.727117 4.474243 1.874959 0.0 -0.1 0.0
H 2.718757 3.219203 0.467099 -0.3 -0.1 0.2
H 4.374947 2.779063 0.643459 0.0 -0.6 0.1
H 2.329487 2.294643 3.030439 -0.4 0.3 -0.6
H 4.025377 2.030283 2.970639 0.2 0.5 0.4
H 2.572837 0.169933 2.379749 -0.4 -0.3 0.2
O -0.824983 0.523703 3.154469 0.2 -1.2 0.9
C -0.650503 1.666103 3.967579 0.0 0.9 0.7
C -0.112643 1.404903 5.451029 -0.9 -1.2 -2.5
O 1.219197 0.964653 5.283809 0.7 0.9 1.1
H -0.905153 0.833853 2.249489 0.1 0.3 -0.3
H 0.109827 2.268543 3.470529 0.2 0.4 0.3
H -1.579323 2.231083 3.888899 -0.2 0.3 0.7
H -0.665713 0.624733 5.974059 -0.4 -0.3 -0.3
H -0.253263 2.258473 6.114159 0.7 0.4 -0.5
H 1.282987 0.347023 4.551639 -0.4 -0.4 -0.2
O 1.751097 -1.137837 3.414369 0.8 0.0 -0.7
C 2.851707 -1.882777 3.924329 0.8 -0.5 0.8
C 3.303297 -3.130817 3.141229 -0.6 0.8 0.9
O 3.744507 -2.775287 1.827339 -0.8 -0.8 0.6
H 1.105077 -1.765277 3.081849 -0.4 0.1 -0.1
H 3.765357 -1.292847 3.997299 -0.4 0.9 -0.2
H 2.569967 -2.079377 4.958779 0.3 -0.7 0.1
H 2.489837 -3.849087 3.243649 -0.3 -0.1 -1.4
H 4.055687 -3.657897 3.727909 0.5 0.4 0.0
H 4.615547 -2.380977 1.913349 0.1 0.1 0.0
O -0.538883 1.629523 0.413689 -0.1 -0.7 0.6
C 0.316057 0.556113 0.053499 -0.1 -1.2 0.9
C -0.344783 -0.461337 -0.832091 -0.5 0.3 -0.6
O -0.330733 0.070613 -2.106921 -0.2 0.4 -1.5
H -0.411253 2.388053 -0.160711 0.2 0.4 -0.3
H 1.268717 0.910153 -0.340461 -0.1 0.0 -0.2
H 0.548457 -0.078007 0.909059 0.2 0.7 0.9
H -1.393713 -0.650447 -0.603891 -0.3 0.2 0.8
H 0.094597 -1.458847 -0.834631 0.6 0.0 0.3
H 0.084637 -0.567537 -2.691571 0.3 0.1 -0.3
O 0.855227 -1.264887 -4.042621 -0.6 -0.3 -0.3
C -0.300173 -1.644477 -4.795831 -0.2 -1.2 -0.8
C -0.707623 -3.143927 -4.699541 0.1 1.1 0.2
O -1.016403 -3.486987 -3.382391 0.6 -0.6 0.2
H 1.597357 -1.803577 -4.326611 0.1 -0.1 0.1
H -1.170843 -1.077407 -4.466511 0.3 0.3 0.3
H -0.143483 -1.426497 -5.852251 0.1 0.2 -0.2
H 0.061327 -3.808687 -5.093151 0.2 0.0 0.2
H -1.593923 -3.293667 -5.316101 -0.1 0.1 -0.5
H -1.774203 -2.956377 -3.125881 -0.5 0.3 0.5
O -5.078993 1.089263 1.488239 -0.4 0.5 -0.2
C -3.771953 0.556643 1.458699 0.0 -1.1 -0.3
C -3.901263 -0.963577 1.269269 1.9 0.3 0.4
O -4.361633 -1.398757 -0.002431 -0.8 0.6 0.3
H -5.231243 1.451333 0.612269 -0.3 0.2 0.1
H -3.179253 1.028003 0.674709 0.1 -0.1 -0.1
H -3.266303 0.738433 2.407049 -0.1 0.0 0.1
H -4.525553 -1.322667 2.087459 -0.1 -0.3 -0.1
H -2.913553 -1.421077 1.325929 0.1 0.0 0.5
H -5.265703 -1.075927 -0.009391 -0.4 -0.1 -0.5
C -4.391613 -2.119327 -3.368241 0.4 0.3 0.6
O -3.257383 -2.049247 -2.474801 -0.3 -0.2 -1.5
H -5.213253 -2.530727 -2.781941 -0.3 -0.2 -0.5
H -4.663663 -1.139727 -3.761281 -0.1 0.3 0.3
H -4.175583 -2.696107 -4.267561 0.2 -0.5 0.4
H -3.618733 -1.758617 -1.634231 0.1 0.2 0.6
C -0.681333 5.150113 0.222019 0.0 0.5 1.5
O -0.175183 4.184003 -0.705891 -0.6 0.8 0.6
H -1.689803 5.545243 0.099719 -0.2 -0.4 -0.9
H -0.719933 4.764123 1.240659 0.2 -0.8 -0.2
H -0.067883 6.037253 0.379389 0.5 0.0 -0.7
H -0.215753 4.604513 -1.567941 0.1 -0.2 -0.2
C 3.359877 -0.967737 -1.186691 0.9 0.0 0.2
O 3.957217 0.225743 -0.689231 0.1 -0.2 -0.8
H 3.853997 -1.809867 -0.702161 -0.5 -0.3 0.3
H 2.282067 -0.946477 -1.025551 0.1 -0.3 -0.2
H 3.636037 -1.089987 -2.234021 -0.4 0.4 -0.1
H 3.732177 0.294723 0.241469 -0.2 0.2 0.7
C -1.333613 -4.690787 0.212369 -0.1 -0.8 -2.4
O -1.940923 -4.769837 1.428469 -0.8 0.6 2.4
H -1.122923 -5.715197 -0.094731 1.0 0.0 -0.3
H -2.020563 -4.370037 -0.570791 -0.1 0.6 -0.1
H -0.468103 -4.028557 0.191679 0.0 -0.3 0.3
H -2.734013 -5.302787 1.335959 0.0 0.1 0.1
C 2.816487 2.105073 -3.056321 0.9 1.0 0.6
O 4.018057 2.399993 -2.270161 -1.4 -0.1 -1.4
H 1.925687 2.267553 -2.449551 -0.2 -0.1 0.1
H 2.796377 2.833543 -3.866891 0.0 -0.1 -0.1
H 2.780167 1.096533 -3.468181 0.2 -0.1 0.1
H 3.985127 1.716573 -1.596761 0.4 -0.4 0.5
C -2.519803 1.737543 -2.634231 -0.4 0.0 -0.8
O -3.611233 2.565053 -3.149791 0.9 -0.4 0.6
H -2.790263 1.293403 -1.676261 -0.3 -0.1 -0.2
H -2.300253 0.975863 -3.382391 -0.1 -0.3 0.4
H -1.557763 2.223803 -2.472611 -0.3 0.7 -0.1
H -3.598793 2.431743 -4.100411 -0.1 0.2 0.0



Record 2
106
Properties=species:S:1:pos:R:3:forces:R:3 method="wB97M-V/def2-TZVPD" e_tot_ev=-111935.463 e_homo_ev=-9.12 fmax_ha_per_bohr=0.0374 homo_lumo_gap_ev=8.165
C 5.275703 -2.256631 1.997773 0.2 0.1 0.1
C 4.712817 -1.088491 2.758500 -0.4 -0.1 0.5
O 3.957674 -1.223446 3.677363 0.1 0.1 -0.2
O 5.163827 0.161952 2.386223 0.1 -0.5 -0.3
C 4.216272 0.944993 1.626043 0.3 0.5 -0.2
C 4.907567 1.466845 0.361556 0.4 -0.1 0.0
C 4.730608 2.957405 0.088164 -0.3 0.1 0.5
C 3.314648 3.437408 -0.295535 0.3 -0.1 -0.6
C 2.443555 2.408640 -1.047751 -0.5 0.8 0.2
C 1.224470 1.977334 -0.214706 0.3 -0.3 0.0
C 0.580841 0.675810 -0.736242 0.4 0.5 -0.4
C -0.938652 0.763528 -0.972646 0.4 -0.1 0.4
C -1.839874 -0.093728 -0.029300 -1.1 0.4 -0.5
P -3.001240 -1.129243 -1.031668 -0.2 -1.9 0.4
N -3.594623 -2.316815 -0.242210 -0.1 0.7 0.1
O -2.222846 -1.635483 -2.342380 -0.1 1.0 -0.1
O -4.127411 -0.118214 -1.601858 0.6 0.4 0.0
C -1.103979 -0.803199 1.088254 0.0 0.0 0.4
P -0.272612 -2.473680 1.052234 0.5 -0.2 -0.9
S -0.265814 -3.358117 -0.659998 -0.1 -0.1 0.2
N -1.012952 -0.063195 2.130926 0.0 -0.2 -0.8
C -0.239881 -0.635751 3.360706 0.8 -1.2 1.1
O -0.983526 -1.249719 4.124324 -0.2 0.3 -0.3
O 0.960564 -0.495411 3.267398 -0.3 0.5 -0.3
C -1.621424 1.269311 1.905572 -0.2 0.9 -0.2
C -2.082493 2.144319 3.084540 -0.3 -0.6 -0.1
C -1.650246 1.665355 4.459914 -0.1 0.7 0.3
C -0.230200 2.012896 4.955434 -0.1 -0.5 0.1
I 1.035790 3.111057 3.622023 0.0 0.0 0.1
C -2.686759 0.879299 0.877348 -0.4 0.1 0.3
S -4.145576 0.056845 1.644690 0.0 -0.5 0.1
H 5.650308 -1.991055 1.013558 -0.1 0.0 0.0
H 4.513139 -3.029888 1.944109 0.0 0.0 -0.1
H 6.091036 -2.666951 2.599554 0.1 0.1 -0.1
H 3.336133 0.345480 1.390950 -0.1 0.0 0.2
H 3.917303 1.788506 2.252370 -0.2 -0.1 0.1
H 4.652917 0.852498 -0.502985 -0.1 0.0 0.1
H 5.977931 1.299532 0.514329 0.0 0.0 0.1
H 5.030754 3.479189 1.004435 0.0 0.1 -0.1
H 5.446585 3.276672 -0.670697 -0.1 -0.1 -0.2
H 3.453012 4.297502 -0.954956 0.0 0.1 0.1
H 2.774123 3.824532 0.571135 0.0 -0.2 0.1
H 2.033782 2.916541 -1.920900 0.1 -0.2 -0.2
H 3.014539 1.567161 -1.431658 0.0 -0.1 0.2
H 0.503650 2.799245 -0.267472 0.0 0.0 0.1
H 1.512858 1.890718 0.837185 -0.1 -0.1 0.0
H 1.043582 0.495643 -1.705116 -0.1 -0.2 0.0
H 0.889877 -0.156708 -0.099091 -0.2 0.0 0.0
H -1.134269 0.510132 -2.012621 -0.1 -0.2 0.1
H -1.245866 1.805469 -0.867762 0.0 0.0 0.0
H -4.607038 -2.220809 -0.216486 0.0 -0.3 0.2
H -2.617884 -1.216415 -3.123182 0.1 -0.2 -0.3
H -3.794104 0.780622 -1.739379 -0.2 0.0 -0.1
H -0.790338 -3.164533 2.153827 -0.2 0.2 0.1
H 1.020585 -2.101633 1.442203 -0.2 0.1 0.3
H -0.883376 1.863156 1.353441 0.3 -0.3 0.1
H -1.782382 3.175644 2.902977 0.2 -0.1 -0.1
H -3.172704 2.155881 3.059656 0.0 0.0 0.2
H -1.797425 0.594112 4.505757 -0.1 0.2 0.1
H -2.335824 2.100940 5.190098 0.0 0.0 0.0
H -0.279735 2.602122 5.860666 0.1 0.2 0.0
H 0.308199 1.097837 5.193557 0.2 0.1 -0.1
H -3.071505 1.747408 0.345853 0.3 0.0 -0.2
H -4.599014 1.065244 2.405531 0.2 0.2 -0.2
O -3.698725 -1.589894 -5.246051 0.1 -0.2 0.2
H -3.900321 -2.488366 -4.944341 0.0 0.0 0.1
H -3.355604 -1.702694 -6.140313 0.0 0.1 0.0
O -5.650731 -3.865064 -3.917560 0.2 0.4 -0.1
H -5.639650 -3.522162 -3.011048 0.0 -0.2 0.1
H -6.368373 -3.383492 -4.341545 -0.1 -0.1 0.1
O -6.221809 -3.630118 -0.753495 -0.1 0.0 0.0
H -5.649416 -4.023411 -0.084413 0.1 0.0 -0.1
H -7.117920 -3.756844 -0.425772 0.0 0.0 0.0
O 0.608465 -3.431120 -4.000133 -0.1 0.1 0.0
H 0.218061 -3.336320 -3.121952 0.1 0.0 0.0
H -0.106889 -3.203192 -4.600919 0.0 0.0 0.0
O -5.554080 -2.334414 -7.408275 -0.1 -0.3 -0.1
H -5.481354 -2.301866 -6.447703 0.0 0.2 0.0
H -5.824032 -3.241186 -7.599179 0.1 0.0 0.0
O -2.123369 -0.543599 6.793622 0.0 0.1 0.0
H -2.258463 -1.395478 7.219401 0.0 0.0 0.0
H -1.795094 -0.769880 5.909885 0.1 -0.1 0.0
O -6.306880 -2.724607 -10.310975 -0.1 0.0 0.0
H -6.293642 -2.351435 -9.422646 0.1 0.2 0.0
H -6.980175 -2.222204 -10.778584 0.0 0.0 0.0
O 7.785673 -0.534545 4.160475 0.0 0.0 0.0
H 7.536380 -0.247509 5.044146 0.0 0.0 0.0
H 7.102419 -0.165849 3.588242 0.0 0.1 0.0
O -1.222955 2.162785 7.886418 0.0 -0.2 0.1
H -1.128000 2.101565 8.841406 0.0 0.1 0.0
H -1.386353 1.246567 7.610973 -0.1 0.0 -0.1
O 5.402241 -1.384598 -1.369535 0.0 -0.1 0.0
H 6.266849 -1.548094 -1.760700 0.0 0.1 -0.1
H 4.808003 -1.967332 -1.854640 0.0 0.0 0.0
O -7.421318 0.561258 0.777525 0.0 0.0 -0.1
H -7.674206 1.372450 0.326692 0.0 0.0 0.0
H -6.642508 0.246075 0.303268 0.0 0.0 0.1
O 4.206386 2.491441 -3.665442 0.0 -0.1 -0.2
H 4.119975 3.276867 -4.216362 0.0 0.0 0.1
H 4.862168 1.951534 -4.122491 0.0 0.0 0.0
O 0.557554 1.935720 -3.732543 0.0 -0.1 -0.1
H 1.478612 1.781621 -3.979771 0.0 0.1 0.1
H 0.056257 1.325122 -4.283435 0.0 0.0 0.0
O 7.115777 0.805002 -2.808829 -0.1 0.0 0.0
H 7.753427 0.522212 -2.145817 0.1 0.1 0.0
H 6.360501 1.109382 -2.291213 0.0 -0.1 0.0